The following is a DFT calculation (ωB97M-V/def2-TZVPD) of a structure of composition C9H12N2.

## Properties
energy relative to the best compared isomer or geometry (same formula, charge and spin): 306.9 kJ/mol
lowest unoccupied orbital energy: 0.77 eV
HOMO level: -7.8 eV

Geometry as XYZ:
```
23
C9H12N2 ωB97M-V/def2-TZVPD
C 0.69230 -2.11601 1.80594
C 1.06108 -0.64010 0.45046
C -0.28694 -0.89868 0.40607
C -0.60102 -0.20878 -1.90875
C 1.38697 0.56918 -0.47966
C 0.06994 0.87773 -1.05832
C -1.04820 0.04116 -0.44331
C 1.93387 1.71506 0.34808
C -2.45493 0.47426 -0.14579
N 1.70775 -1.43641 1.32316
N -0.50203 -1.89065 1.35229
H 0.91232 -2.94045 2.50478
H -1.08386 -0.25767 -2.80154
H 0.10397 -0.98783 -1.97586
H 2.10304 0.23404 -1.21110
H -0.23701 1.95775 -1.21019
H 1.16162 2.35064 0.97502
H 2.27407 2.53143 -0.31197
H 2.60295 1.25416 1.08839
H -3.07993 -0.17417 0.47459
H -2.91899 0.45791 -1.17976
H -2.43198 1.42731 0.33408
H -1.36497 -2.33988 1.66338
```